Entry 1:
# C23H32BBrFeN

C23H32BBrFeN as an isolated structure (the ωB97M-V functional and the def2-TZVPD basis, the Open Molecules 2025 dataset).

The geometry in XYZ format:
```
59
Properties=species:S:1:pos:R:3:forces:R:3
C -0.47173 -3.86772 2.73590 -1.054 0.621 0.075
C 0.03015 -2.52676 2.49769 -1.023 0.015 0.082
C -0.75040 -1.94301 1.41974 -0.997 -0.426 0.799
C -1.73542 -2.92271 0.99702 -0.451 0.361 1.534
C -1.56397 -4.10804 1.81322 -0.674 1.200 1.025
Fe 0.20209 -3.66591 0.74064 0.400 0.698 0.737
C 0.88103 -5.48638 -0.00095 2.256 -0.227 0.084
C 2.01711 -4.54036 0.20106 0.108 -2.167 -0.724
C 1.80829 -3.40452 -0.58777 -0.625 -0.311 -1.917
C 0.51966 -3.58609 -1.34745 2.069 -2.270 1.149
C -0.01242 -2.77381 -2.33639 -0.261 1.147 -0.809
C 0.68438 -1.70269 -3.03571 -0.313 -0.598 0.174
C -0.03973 -0.64085 -3.58849 -0.074 -0.088 0.016
C 0.58583 0.32177 -4.34843 -0.180 0.109 -0.059
C 1.94262 0.24101 -4.59553 0.216 0.347 -0.185
C 2.67794 -0.79962 -4.06271 0.047 0.001 0.030
C 2.05993 -1.75705 -3.28758 0.089 -0.043 0.109
C -0.02540 -4.92218 -0.90417 0.759 1.146 -1.670
H -0.11054 -4.56659 3.49511 -0.151 0.331 -0.412
H 0.82116 -2.02995 3.06307 -0.313 -0.213 -0.353
H -0.61495 -0.95323 0.98746 -0.007 -0.366 0.188
H -2.45397 -2.80337 0.18185 0.353 -0.047 0.396
H -2.20243 -4.99284 1.79646 0.426 0.278 -0.157
H 0.78238 -6.46691 0.46679 0.102 0.468 -0.084
H 2.87735 -4.70739 0.85164 -0.451 0.028 -0.183
H 2.45355 -2.52390 -0.62454 -0.378 -0.376 0.007
H -1.00628 -3.00590 -2.68284 -0.301 0.086 0.017
H -1.10276 -0.59134 -3.41769 -0.219 0.020 0.035
H 0.01258 1.13207 -4.76978 -0.115 0.126 -0.057
H 2.42592 0.98589 -5.21030 0.042 0.074 -0.049
H 3.73212 -0.86740 -4.27492 0.190 -0.068 0.005
H 2.63073 -2.59024 -2.91786 0.100 -0.178 0.086
H -0.94205 -5.38616 -1.27456 0.375 0.323 0.161
C -2.92435 3.92161 0.54479 0.077 0.361 -0.070
C -2.06237 2.82481 1.13981 -0.341 0.233 -0.158
N -0.63002 3.23235 1.42072 -0.146 -0.311 0.399
C 0.12150 3.65415 0.17291 0.006 0.321 0.095
C 0.09087 2.64817 -0.96380 -0.149 -0.388 -0.031
C -0.55950 4.30354 2.49010 -0.493 0.496 -0.179
C 0.83623 4.60826 3.00138 0.442 -0.130 -0.083
B 0.04673 1.92686 1.99799 0.772 -0.971 -0.160
Br -0.58894 1.34962 3.79791 -0.419 0.035 0.722
H -0.17466 1.00645 1.30653 -0.374 -0.238 -0.616
H -3.93827 3.56674 0.34374 0.157 -0.121 0.104
H -3.00842 4.77851 1.21578 -0.052 -0.037 -0.022
H -2.51951 4.28480 -0.40181 -0.028 -0.021 -0.018
H -2.49979 2.46102 2.07465 0.329 0.186 0.000
H -2.05013 1.95275 0.47955 0.284 0.230 0.101
H -0.28756 4.61281 -0.16063 -0.122 -0.062 0.102
H 1.15868 3.85437 0.46040 -0.280 -0.221 0.139
H 0.67148 2.99701 -1.82171 -0.003 0.173 0.215
H 0.50339 1.68398 -0.66254 -0.005 0.131 -0.007
H -0.92408 2.47046 -1.32349 0.013 0.038 -0.010
H -1.01100 5.21355 2.08344 0.080 -0.053 -0.113
H -1.19931 3.98867 3.32084 0.152 -0.186 -0.276
H 0.81482 5.32964 3.82062 -0.317 -0.018 -0.084
H 1.33866 3.71594 3.37470 -0.141 0.061 -0.003
H 1.46919 5.04256 2.22678 -0.017 0.011 -0.018
H 1.21355 2.02356 2.08137 0.630 0.480 -0.082
```
Forces are in eV/Å.

Values from the calculation:
**LUMO (alpha / beta)**: 0.592 / -0.353 eV
**⟨S²⟩**: 8.796
**Highest occupied orbital energy (alpha / beta)**: -5.40 / -8.55 eV
**Multiplicity**: 6

Entry 2:
# C23H32CdCl2N3O7PS2

C23H32CdCl2N3O7PS2 as an isolated structure (the ωB97M-V functional and the def2-TZVPD basis, the Open Molecules 2025 dataset).

The geometry in XYZ format:
```
71
Properties=species:S:1:pos:R:3:forces:R:3
Cd -0.65671 -0.16174 -0.71143 0.482 0.194 0.320
Cl 1.04333 -0.47702 -3.38319 0.351 -0.147 -0.249
C 2.12765 -1.89011 -3.42114 -0.089 0.059 0.160
Cl 2.87717 -2.20358 -1.85340 -0.022 0.002 -0.011
H 2.92209 -1.70089 -4.13312 -0.086 0.027 -0.084
H 1.53200 -2.75445 -3.68927 -0.045 0.020 0.028
O -1.67144 -4.31006 -2.23005 -0.111 -0.224 -0.028
C -1.12722 -4.99720 -1.19864 0.145 0.012 0.073
C -1.37511 -6.36302 -1.10732 -0.033 -0.038 -0.041
C -0.83262 -7.11267 -0.07490 0.005 0.013 -0.023
C -0.02074 -6.50114 0.87501 0.013 -0.064 0.055
C 0.22999 -5.14304 0.79614 -0.117 0.030 -0.199
C -0.32010 -4.36275 -0.23026 -0.040 -0.027 -0.033
C -0.08305 -2.91335 -0.29530 0.649 0.431 0.631
O -0.52264 -2.23053 -1.33837 -0.154 -0.376 -0.263
N 0.56870 -2.37131 0.71046 -0.228 -0.185 -0.180
N 0.78055 -1.01670 0.67816 -0.289 -0.511 -0.334
C 1.50505 -0.61676 1.72777 0.521 -0.160 0.058
S 1.68764 1.03272 2.25692 0.063 -0.001 0.354
C 3.18088 0.60255 3.22794 -0.296 0.290 -0.342
C 2.83125 -0.64700 4.00566 -0.162 -0.407 -0.168
S 2.03248 -1.86300 2.88211 0.037 0.290 0.276
H -1.38667 -3.36847 -2.09713 0.073 0.141 0.025
H -2.00377 -6.81745 -1.86414 -0.005 0.003 0.015
H -1.04401 -8.17390 -0.01126 0.012 0.001 -0.018
H 0.41314 -7.08623 1.67737 -0.008 0.015 0.003
H 0.85344 -4.64305 1.52462 -0.005 0.009 0.021
H 3.40353 1.45141 3.87704 0.057 -0.028 0.012
H 4.01005 0.42367 2.53921 0.031 -0.038 0.058
H 2.12364 -0.41442 4.80086 0.076 0.059 0.038
H 3.71473 -1.12969 4.42628 0.023 0.068 0.060
C -3.91464 0.07431 3.30664 -0.050 0.140 -0.093
C -2.71979 0.49624 2.44887 -0.112 -0.024 -0.272
C -2.16637 1.83969 2.90205 -0.051 -0.002 -0.083
O -1.67449 -0.44493 2.56318 0.015 0.054 0.126
C -3.21261 0.63372 0.97669 -0.083 -0.274 0.232
O -4.10987 1.45684 0.75977 -0.053 0.039 0.032
O -2.69974 -0.14182 0.09290 -0.315 0.411 0.477
H -3.63537 0.07766 4.36154 0.040 -0.039 -0.006
H -4.23936 -0.93088 3.03134 0.001 -0.008 0.005
H -4.74193 0.76537 3.14257 -0.018 -0.031 0.058
H -1.88879 1.79812 3.95637 0.044 -0.029 -0.005
H -2.92028 2.61142 2.74880 0.005 0.010 0.043
H -1.27555 2.08469 2.32075 0.025 0.015 0.035
H -1.88211 -1.18773 1.98344 0.142 -0.057 -0.108
O -1.39281 0.89936 -2.49786 -0.098 0.081 -0.580
N -1.75472 2.13898 -2.33443 -0.086 0.475 0.195
C -2.83411 2.44076 -1.58540 0.041 -0.353 -0.117
C -3.18715 3.75005 -1.36431 0.025 0.515 -0.005
C -2.45050 4.78361 -1.92916 0.040 -0.403 0.014
C -1.35339 4.44119 -2.71148 -0.159 0.312 0.036
C -1.02587 3.12115 -2.89844 0.087 -0.108 -0.095
H -3.35663 1.60105 -1.14290 0.024 0.046 -0.092
H -4.03399 3.94358 -0.72165 -0.025 -0.092 -0.001
H -2.71710 5.81691 -1.76090 0.008 0.023 0.003
H -0.74214 5.20423 -3.17441 0.021 -0.040 -0.031
H -0.18655 2.78156 -3.48155 0.011 -0.095 0.019
C 2.60427 2.92525 -2.86492 -0.191 -0.051 0.275
P 2.28501 2.42681 -1.13751 0.600 0.071 0.086
C 2.47117 3.95638 -0.17642 -0.028 -0.268 -0.120
C 3.69257 1.35922 -0.73866 -0.256 0.244 -0.025
O 0.95318 1.80924 -0.91804 -0.468 0.065 -0.228
H 3.63616 3.25526 -2.98448 0.005 0.019 0.015
H 1.93250 3.73763 -3.14441 0.015 0.010 -0.017
H 2.41832 2.06571 -3.50841 0.012 -0.021 -0.022
H 3.42861 4.44573 -0.35597 0.015 -0.003 -0.020
H 2.37351 3.69659 0.87772 0.007 -0.013 -0.002
H 1.65222 4.62324 -0.44981 0.023 0.025 -0.001
H 4.62755 1.77629 -1.11697 -0.032 0.020 -0.004
H 3.50773 0.38169 -1.18308 0.002 -0.036 0.002
H 3.73981 1.24501 0.34188 -0.034 -0.083 0.058
```
Forces are in eV/Å.

Values from the calculation:
**LUMO (alpha / beta)**: 2.063 / 2.054 eV
**Charge**: -1
**⟨S²⟩**: 0.782
**Highest occupied orbital energy (alpha / beta)**: -0.87 / -3.79 eV
**Relative energy (zero: lowest compared OMol25 entry of this formula, charge and spin)**: 34.0 kcal/mol
**Multiplicity**: 2

Entry 3:
# C23H32ClN5O

One molecule with the formula C23H32ClN5O (the ωB97M-V functional and the def2-TZVPD basis, the Open Molecules 2025 dataset).

The geometry in XYZ format:
```
62
Properties=species:S:1:pos:R:3:forces:R:3
C 5.50472 -2.22184 2.24931 0.089 -0.154 -0.114
C 6.19968 -2.72441 0.98156 -0.171 0.082 0.131
C 6.72965 -1.61744 0.13913 -0.012 -0.235 -0.002
N 7.99610 -1.29336 0.06950 0.233 -0.384 0.371
C 8.07829 -0.25491 -0.80164 -0.199 0.216 -0.155
C 6.83676 0.05455 -1.26842 0.243 0.224 -0.131
N 5.97205 -0.82144 -0.66634 0.391 -0.045 0.003
C 4.54650 -0.81261 -0.83546 -0.574 0.107 0.104
C 3.90729 0.37341 -0.10288 -0.105 -0.394 -0.172
C 2.39654 0.18929 -0.03192 0.382 0.183 0.166
O 1.85431 -0.79545 -0.49907 -0.018 -0.329 -0.262
N 1.69569 1.15131 0.61089 -0.300 0.079 0.200
C 2.19202 2.42523 1.07729 0.268 0.332 -0.164
C 1.66242 3.55194 0.18490 -0.078 -0.036 0.332
C 0.13616 3.51986 0.15582 0.136 -0.192 -0.345
C -0.34052 2.13878 -0.30892 0.147 0.165 0.288
N -1.78062 2.09886 -0.47380 -0.034 -0.005 -0.087
C -2.25275 1.03972 -1.34927 -0.210 0.063 -0.160
C -3.72048 1.32019 -1.68904 0.237 -0.237 -0.134
N -4.54344 1.37635 -0.50145 -0.016 0.289 -0.244
C -5.13650 0.23759 0.01308 -0.333 -0.383 0.103
C -6.05840 0.33952 1.06553 0.073 0.103 0.080
C -6.71292 -0.77121 1.55298 0.080 -0.030 -0.026
C -6.49348 -2.02819 1.01293 0.036 -0.129 -0.074
C -5.59534 -2.13186 -0.03313 -0.163 0.124 0.206
Cl -5.28785 -3.68378 -0.74048 0.033 -0.153 -0.070
C -4.91861 -1.03402 -0.53025 0.102 0.127 -0.072
C -4.03432 2.39739 0.38869 0.245 0.024 0.382
C -2.56840 2.11138 0.74440 -0.251 0.202 0.005
C 0.24965 1.06927 0.63394 -0.352 -0.209 -0.379
H 6.16785 -1.55861 2.79976 0.023 0.070 0.072
H 5.24720 -3.06242 2.88928 -0.079 -0.024 0.099
H 4.58910 -1.68513 2.01168 -0.115 0.080 0.025
H 7.05418 -3.34102 1.26129 -0.043 0.009 -0.123
H 5.50696 -3.33905 0.40058 0.058 -0.079 0.024
H 9.02185 0.19606 -1.03461 0.143 0.153 -0.126
H 6.49916 0.79250 -1.96733 -0.093 0.147 -0.150
H 4.30465 -0.75569 -1.90116 0.026 -0.129 0.150
H 4.12643 -1.74220 -0.44803 0.079 0.095 -0.122
H 4.31318 0.43150 0.91037 0.030 0.093 -0.043
H 4.14731 1.30246 -0.62348 0.049 0.050 0.098
H 3.27967 2.43354 1.10017 -0.042 -0.049 0.061
H 1.82918 2.57503 2.10156 0.095 0.005 -0.020
H 2.01398 4.51227 0.56432 0.055 0.036 -0.030
H 2.05149 3.42150 -0.82707 0.074 0.020 -0.039
H -0.25187 4.28194 -0.52029 -0.068 0.022 0.018
H -0.24251 3.73116 1.15721 -0.060 0.037 0.078
H 0.08341 1.96025 -1.30503 0.015 -0.018 0.069
H -1.65770 1.04364 -2.26433 0.016 -0.038 0.005
H -2.16629 0.04628 -0.87894 0.020 -0.012 -0.058
H -4.11298 0.58195 -2.38644 -0.014 0.032 -0.008
H -3.77885 2.30504 -2.16454 0.041 -0.092 -0.044
H -6.28527 1.30402 1.49161 -0.021 0.089 0.005
H -7.41756 -0.65835 2.36335 -0.067 0.023 0.062
H -7.00568 -2.89813 1.38908 -0.036 -0.103 0.008
H -4.21768 -1.18947 -1.33312 0.072 -0.003 -0.057
H -4.62397 2.44602 1.30133 -0.014 0.035 -0.060
H -4.09537 3.36116 -0.12587 0.008 0.000 0.097
H -2.20237 2.89624 1.40640 0.006 -0.024 0.069
H -2.52460 1.14491 1.27761 0.011 0.068 0.034
H -0.03090 0.06688 0.30779 -0.027 0.107 0.132
H -0.09562 1.23188 1.65974 -0.022 -0.010 -0.006
```
Forces are in eV/Å.

Values from the calculation:
**LUMO**: 0.570 eV
**Highest occupied orbital energy**: -7.83 eV

no.,electronic energy (eV)
1,-130963.543
2,-103743.334
3,-46391.817